[1]
DFT (ωB97M-V/def2-TZVPD) results for 2 unconnected molecules or ions with the total composition C4H16N2O2 at a distorted geometry.

Properties
total charge: +2
E_HOMO: -18.37 eV
spin multiplicity: 1
gap between HOMO and LUMO: 11.906 eV

The geometry in XYZ format:
```
24
Properties=species:S:1:pos:R:3:lowdin_charge:R:1
H 0.9183 1.5951 -0.8530 0.17
H -0.3480 -1.4105 -1.5439 0.19
H -1.4377 -3.1705 -1.1535 0.14
H 0.7795 -2.0688 1.3987 0.15
C 0.8943 -1.8191 0.3399 -0.20
N -0.0841 1.9364 -0.8384 0.12
H -0.6798 0.3125 1.1476 0.16
H 1.2388 3.9506 1.6760 0.03
O 1.5683 -0.6234 0.1627 -0.07
H -0.1062 2.4392 0.1035 0.15
O 1.3641 3.0405 1.5067 -0.07
H -2.1094 1.6509 -0.8762 0.16
C -1.1644 1.0364 -1.0207 -0.18
C -0.4570 -1.4002 -0.3612 -0.19
N -1.3090 -2.7415 -0.2717 0.22
H 1.3463 -2.5461 -0.2004 0.10
H 0.0290 2.8245 -1.5252 0.25
C -1.1353 -0.0853 0.1555 -0.08
H -2.2255 -2.6479 0.2092 0.18
H -1.4315 0.6235 -2.0181 0.15
H -2.2285 -0.1076 0.3769 0.13
H 2.0668 2.6296 2.1575 0.14
H 2.4947 -0.6773 0.5069 0.15
H -0.8387 -3.4895 0.3280 0.20
```



[2]
DFT (ωB97M-V/def2-TZVPD) results for 4 unconnected molecules or ions with the total composition C4H16N2O5 at a distorted geometry.

Properties
total charge: 0
E_HOMO: -9.63 eV
SMILES string: NC(=O)[C@H](N)CCO.O.O.O
spin multiplicity: 1
gap between HOMO and LUMO: 9.705 eV

The geometry in XYZ format:
```
27
Properties=species:S:1:pos:R:3:lowdin_charge:R:1
H -1.5276 2.3397 -0.0830 0.09
H 0.1434 0.2754 -2.3741 0.13
H 2.0052 0.8977 -0.6719 0.14
O 0.8600 0.5848 2.7018 -0.05
N -0.7865 1.9276 -0.6338 0.04
C 1.6234 -0.1875 -0.9365 -0.23
H -0.9762 2.1442 -1.6313 0.11
O 1.7548 2.7561 0.6772 -0.09
N -2.3857 -1.4438 -0.2604 0.17
C 0.1609 -0.2311 -1.3881 -0.13
O -3.1346 0.5993 -0.8525 0.04
H -0.1665 -1.2699 -1.5451 0.11
H 2.2795 -0.6544 -1.6543 0.11
H 0.4283 -3.7280 -0.3403 0.06
O 0.0318 -3.0184 0.1797 -0.06
O 1.7976 -0.9832 0.2226 -0.10
H 1.5132 0.5498 3.4426 0.09
H 0.6857 -2.3247 0.2075 -0.02
H 1.5203 2.1802 1.3943 -0.03
C -2.2004 -0.1209 -0.5443 -0.49
H 1.5683 -0.4742 1.0148 0.06
H -1.6069 -2.0401 -0.0085 0.05
H 0.9557 2.6959 0.1114 0.00
H -0.0218 0.5499 3.0810 0.06
C -0.7780 0.4713 -0.4046 -0.30
H -3.3174 -1.8316 -0.3177 0.11
H -0.4264 0.3358 0.6134 0.12
```



[3]
DFT (ωB97M-V/def2-TZVPD) results for 3 unconnected molecules or ions with the total composition C4H16N5 at a distorted geometry.

Properties
total charge: +1
E_HOMO: -13.16 eV
spin multiplicity: 1
gap between HOMO and LUMO: 10.051 eV

The geometry in XYZ format:
```
25
Properties=species:S:1:pos:R:3:lowdin_charge:R:1
H 0.5024 -2.8269 0.5911 -0.03
H 1.4521 -2.9612 -0.7283 0.04
H 0.8325 1.0789 -1.7850 0.09
H -3.2996 -2.4453 -0.8983 0.13
N -0.4019 1.1302 1.2516 0.11
C 1.7190 1.5570 0.5699 -0.19
H -1.4928 0.8563 1.1679 0.08
H 1.8751 1.1703 1.5557 0.11
H -4.0865 -0.9174 -1.2309 0.14
N 1.2040 -2.3819 0.0900 0.02
H 2.6193 -0.2594 -0.2643 0.08
H -1.8513 -1.2030 0.5503 0.10
H 3.7765 1.1378 0.2297 0.11
C 0.0450 1.1005 -1.0651 0.14
N -2.7038 0.4191 0.3863 0.05
H 2.0200 -2.2400 0.6812 0.02
H 0.0318 1.1816 2.1561 0.12
H 2.7828 1.2387 -1.3612 0.10
N 0.3341 1.1766 0.1884 -0.21
H -0.9312 0.8196 -1.3265 0.07
C 2.7669 0.8870 -0.2507 -0.10
C -2.5708 -0.8018 -0.0529 -0.35
H -3.2456 1.0851 -0.0776 0.06
N -3.2627 -1.4321 -0.9339 0.16
H 1.8845 2.6304 0.5568 0.14
```



[4]
DFT (ωB97M-V/def2-TZVPD) results for 4 unconnected molecules or ions with the total composition C4H16N8O4 at a distorted geometry.

Properties
total charge: +1
E_HOMO (spin up / spin down): -11.69 / -11.69 eV
spin multiplicity: 2
gap between HOMO and LUMO (spin up / spin down): 8.327 / 2.688 eV

The geometry in XYZ format:
```
32
Properties=species:S:1:pos:R:3:lowdin_charge:R:1
H -2.9529 4.0837 -2.7624 0.11
H -1.3692 0.6841 3.4760 0.12
N -0.9718 -2.1449 0.3839 0.21
N -0.6253 0.0989 3.8285 0.16
H -0.9774 -2.4983 1.3300 0.12
C -0.2409 -1.1649 -0.0741 -0.82
O 2.5900 -1.9004 -2.4367 0.41
O 0.1684 -2.0167 4.0729 0.04
N 2.3125 0.2623 -1.9183 0.25
C 2.9997 -0.7527 -2.3424 -0.58
N -1.2385 1.7793 -1.5463 0.17
C -2.1727 2.3222 -2.1826 -0.82
H -1.1227 0.7771 -1.4988 0.07
N -1.9814 -1.6213 3.8734 0.15
H 4.9261 -1.2681 -2.6948 0.16
N -2.3022 3.6756 -2.1066 0.15
N 0.5912 -0.7800 0.7809 0.22
O -2.9958 1.6627 -2.7198 0.08
H -2.2188 -2.5970 3.9817 0.12
H 2.6364 1.2072 -2.0677 0.16
H -0.4460 2.3199 -1.2304 0.11
N 4.2854 -0.5071 -2.5204 0.24
C -0.7082 -1.1986 4.0067 -0.78
O -0.2433 -0.9188 -1.2385 0.04
H 1.4420 -0.0179 -1.4896 0.07
H -1.8284 4.3224 -1.4924 0.09
H 4.4676 0.4833 -2.4429 0.15
H 0.5542 -1.2727 1.6618 0.11
H -1.3495 -2.5801 -0.4456 0.14
H 0.3090 0.4783 3.7710 0.12
H 1.1241 0.0124 0.4519 0.12
H -2.6616 -0.9300 3.5914 0.10
```



[5]
DFT (ωB97M-V/def2-TZVPD) results for 3 unconnected molecules or ions with the total composition C4H16NO2 at a distorted geometry.

Properties
total charge: 0
E_HOMO (spin up / spin down): -3.01 / -11.62 eV
spin multiplicity: 2
gap between HOMO and LUMO (spin up / spin down): 3.607 / 12.137 eV

The geometry in XYZ format:
```
23
Properties=species:S:1:pos:R:3:lowdin_charge:R:1
H -0.1611 -1.7445 2.1615 0.03
N -0.5209 -1.4031 1.2024 0.05
H 4.7329 1.2277 -0.9064 0.04
H -0.3457 0.7748 1.4290 0.12
C -0.1863 0.4023 -1.2051 -0.07
H -0.5085 0.2233 -2.2319 0.07
O 1.9364 -1.9444 0.2273 -0.15
H -2.1600 2.3944 -0.2219 0.08
H 2.5460 -2.0327 -0.5249 0.05
H 3.8533 2.2502 -0.1839 0.04
H -1.2230 -2.0301 0.8859 0.02
H -2.9183 1.4703 -1.4728 0.08
O 4.0215 1.2906 -0.2453 -0.09
H 0.6007 -0.3485 -1.0107 0.04
H 0.1598 -1.5952 0.4537 0.05
H 2.2456 -2.4896 0.9215 0.00
H 0.1782 1.4364 -1.1043 0.08
C -1.0512 -0.0224 1.1407 -0.22
H -1.8758 0.0168 1.8685 0.09
C -1.5170 0.2713 -0.3647 -0.40
H -2.0284 -0.7004 -0.6593 0.12
C -2.5344 1.4054 -0.4607 -0.08
H -3.2437 1.1474 0.3015 0.07
```



[6]
DFT (ωB97M-V/def2-TZVPD) results for 3 unconnected molecules or ions with the total composition C4H16NO2 at a distorted geometry.

Properties
total charge: +2
E_HOMO (spin up / spin down): -18.92 / -18.92 eV
spin multiplicity: 2
gap between HOMO and LUMO (spin up / spin down): 12.109 / 4.124 eV

The geometry in XYZ format:
```
23
Properties=species:S:1:pos:R:3:lowdin_charge:R:1
H -2.9307 -1.1008 -1.8927 0.18
H 0.9578 -0.2020 1.7990 0.15
N 0.4315 0.8843 0.0806 0.18
H -0.7858 0.3293 1.7036 0.16
H 2.4386 -0.5766 -2.3661 0.08
H 1.2071 0.6818 -0.5801 0.12
H -1.0791 -1.1714 -2.1456 0.18
C -1.6318 -1.5075 -0.0708 -0.15
H 0.6877 1.7563 0.6026 0.10
H -0.6190 0.8823 -0.1420 0.15
H -1.8404 -2.5866 -0.2218 0.21
H 3.4610 -0.4105 -1.2222 0.07
H -2.3517 -1.2292 0.7355 0.22
C 0.0717 -0.1273 1.1684 -0.14
H -1.5397 0.1908 -1.4174 0.14
C -0.2949 -1.4325 0.6141 -0.17
O 0.9290 3.3060 1.4382 -0.04
H 1.7662 3.7867 1.3307 0.09
H -0.3943 -2.1630 1.4313 0.16
C -1.8838 -0.8901 -1.4101 0.05
H 0.3953 3.7347 2.1209 0.08
H 0.4482 -1.9267 -0.0860 0.18
O 2.5570 -0.2281 -1.4702 -0.03
```



[7]
DFT (ωB97M-V/def2-TZVPD) results for 3 unconnected molecules or ions with the total composition C4H16NO3 at a distorted geometry.

Properties
total charge: 0
E_HOMO (spin up / spin down): -2.60 / -11.08 eV
spin multiplicity: 2
gap between HOMO and LUMO (spin up / spin down): 3.183 / 11.534 eV

The geometry in XYZ format:
```
24
Properties=species:S:1:pos:R:3:lowdin_charge:R:1
H -0.7908 -0.2289 -1.6432 0.09
H -0.0850 1.1371 3.0082 -0.03
C 1.8495 -0.6945 -0.9568 -0.23
O 1.9778 -1.9117 -0.2535 -0.11
C -1.2526 1.8580 -1.0603 -0.11
H -0.5015 0.8209 1.1196 0.06
H -1.9432 2.2132 -0.2311 0.08
H -0.4464 -0.8674 0.7111 0.09
C 1.1391 0.3587 -0.0385 -0.18
H -2.2536 0.0139 -0.5734 0.13
N -0.2864 0.0955 0.3910 0.04
H 1.7355 0.5272 0.8568 0.08
C -1.1919 0.3377 -0.8279 -0.21
H 2.8497 -1.9425 0.1492 0.09
H -0.1969 2.1644 -1.1205 0.05
O -0.6314 -2.7277 -0.0046 -0.11
H 2.8776 -0.4588 -1.3086 0.13
O -0.8170 1.5820 2.5445 -0.26
H -1.7712 2.1992 -2.0231 0.10
H 1.2306 1.3501 -0.4857 0.10
H 1.2584 -0.7526 -1.8476 0.10
H -1.6168 1.5003 3.0822 0.01
H -1.2748 -3.4401 0.0990 0.05
H 0.1413 -3.1340 0.4130 0.04
```



[8]
DFT (ωB97M-V/def2-TZVPD) results for 3 unconnected molecules or ions with the total composition C4H16NO3 at a distorted geometry.

Properties
total charge: +1
E_HOMO: -14.19 eV
spin multiplicity: 1
gap between HOMO and LUMO: 11.518 eV

The geometry in XYZ format:
```
24
Properties=species:S:1:pos:R:3:lowdin_charge:R:1
C 1.0150 1.1531 0.8171 -0.02
N -0.3588 0.8041 0.2740 0.09
O -2.3785 -0.2065 1.9613 -0.04
H -2.4519 -0.9861 -0.7716 0.12
H -2.4896 -1.1173 2.1308 0.02
H 1.4659 2.0903 0.5569 0.08
H 0.5286 -1.2111 1.8270 0.10
H 0.7572 -0.8931 -0.7189 0.12
H 0.5174 -2.5261 0.6271 0.08
O 4.3654 1.5237 -0.7525 -0.07
H -2.8487 0.1786 2.7605 0.12
H 1.9713 0.4501 0.6142 0.16
H -1.0617 -1.9215 1.3420 0.06
C -1.4438 -1.0636 -1.2066 -0.23
C -0.0473 -1.6899 0.9689 -0.03
H -1.3252 -0.4449 -3.1046 0.15
H 0.8203 1.2658 1.8812 0.09
H 5.3102 1.3354 -0.6793 0.05
H -1.0694 0.8315 1.0412 0.14
H 4.2191 2.0357 -1.5522 0.04
O -1.4718 -0.0965 -2.1769 -0.07
H -0.5498 1.3617 -0.4670 0.11
H -1.4961 -2.1404 -1.5105 0.15
C -0.1751 -0.6835 -0.2710 -0.20
```



[9]
DFT (ωB97M-V/def2-TZVPD) results for a molecular structure, C4H16NO5 at a distorted geometry.

Properties
total charge: -1
E_HOMO: -4.68 eV
spin multiplicity: 1
gap between HOMO and LUMO: 8.233 eV

The geometry in XYZ format:
```
26
Properties=species:S:1:pos:R:3:lowdin_charge:R:1
H -3.1683 -1.5459 2.6173 0.01
O -2.4666 -1.3666 3.2497 -0.13
H 1.0808 -0.7440 -1.8589 0.08
H 2.3642 0.2881 -2.6670 0.08
C -0.7993 0.4377 0.0017 -0.19
C 0.7368 0.6398 0.1548 -0.28
H -0.0870 -2.0638 0.8443 -0.01
H -1.1248 -0.5966 -0.0061 0.11
H -1.0824 0.9400 -0.9072 0.09
H -0.3606 -3.0969 2.0270 -0.05
H -1.5565 1.0059 1.8673 0.08
N 1.2666 1.2423 -1.0969 -0.11
H 0.7726 1.3622 0.9591 0.12
O -1.5340 1.2306 0.9255 -0.09
O 0.9511 -1.8690 0.3778 -0.23
H 2.1557 1.6445 -0.8802 0.09
H 0.6363 0.4550 -2.9343 0.07
H -0.1134 2.3415 -1.9749 -0.01
C 1.5657 -0.6176 0.5881 -0.27
H -1.4832 2.8337 -2.3486 0.02
O -1.0239 -2.6775 1.5081 -0.32
H -1.6911 -1.7879 2.8310 -0.04
O -0.5769 2.8971 -2.6600 -0.11
C 1.3998 0.2490 -2.1712 -0.12
H 2.4000 -0.6773 -0.1118 0.09
H 1.7386 -0.5242 1.6655 0.10
```



Energy? In order: -421.3315; -647.7527; -435.4624; -900.7526; -367.0924; -366.4336; -442.3152; -442.1745; -592.9505 Ha.
Energy relative to the best compared isomer or geometry (same formula, charge and spin)? In order: 54.1; 10.9; 42.4; 24.3; 11.8; 33.0; 43.6; 56.5; 6.6 kcal per mole.